Here is a cluster of 2 separate species, C3H7FO in total at a distorted geometry from OMol25. Energies are from ωB97M-V/def2-TZVPD.

CARTESIAN COORDINATES (ANGSTROEM)
C  -0.04  1.42  0.68
C  0.62  -0.68  -0.78
C  -0.37  0.10  -0.02
O  0.14  -1.87  -1.21
F  -1.59  0.09  -0.58
H  -0.85  2.07  0.52
H  0.80  1.75  0.01
H  0.33  1.35  1.79
H  0.99  -0.15  -1.66
H  1.41  -0.85  -0.11
H  -0.94  -1.21  1.84
H  -0.48  -2.01  -0.48

Output
Gap between HOMO and LUMO (spin up / spin down) in eV: 7.88 / 10.10
Total charge: 0
Energy relative to the best compared isomer or geometry (same formula, charge and spin) in kcal per mole: 104.2

=====

Here is a cluster of 2 separate species, C3H7FO3 in total at a distorted geometry from OMol25. Energies are from ωB97M-V/def2-TZVPD.

CARTESIAN COORDINATES (ANGSTROEM)
C  2.64  -0.71  -0.90
O  1.87  0.29  -1.49
C  1.48  1.37  -0.76
O  1.53  1.60  0.41
F  1.19  2.34  -1.64
H  3.36  -1.07  -1.69
H  1.98  -1.51  -0.46
H  3.43  -0.35  -0.12
C  -1.47  1.43  0.32
O  -0.76  0.21  0.38
H  -1.12  2.01  -0.58
H  -1.41  2.04  1.22
H  -2.49  1.18  0.05
H  -0.69  0.04  1.34

Output
Structure (SMILES): COC(=O)F.CO
Gap between HOMO and LUMO in eV: 11.08
Total charge: 0
Energy relative to the best compared isomer or geometry (same formula, charge and spin) in kcal per mole: 23.2

=====

Here is a cluster of 2 separate species, C3H7I in total at a distorted geometry from OMol25. Energies are from ωB97M-V/def2-TZVPD.

CARTESIAN COORDINATES (ANGSTROEM)
C  1.36  0.48  -1.16
C  -1.24  0.18  0.63
C  -0.17  -0.81  0.28
I  0.86  -1.32  1.96
H  1.14  0.05  -2.13
H  0.78  1.32  -0.79
H  2.19  0.28  -0.41
H  -2.23  -0.19  0.98
H  -1.45  0.67  -0.31
H  -0.84  1.00  1.34
H  -0.41  -1.66  -0.39

Output
Gap between HOMO and LUMO (spin up / spin down) in eV: 8.37 / 8.32
Total charge: 0
Energy relative to the best compared isomer or geometry (same formula, charge and spin) in kcal per mole: 71.8

=====

Here is the molecule C3H7I2NO at a distorted geometry from OMol25. Energies are from ωB97M-V/def2-TZVPD.

CARTESIAN COORDINATES (ANGSTROEM)
C  -0.48  0.33  1.52
C  -1.31  -0.22  0.38
I  -3.18  0.96  0.03
N  -0.64  -0.16  -1.00
O  0.63  -0.92  -0.85
C  1.79  -0.28  -1.24
I  2.63  1.16  0.24
H  0.11  1.23  1.14
H  0.26  -0.27  1.97
H  -1.14  0.61  2.29
H  -1.69  -1.12  0.68
H  -1.24  -0.70  -1.66
H  1.76  0.37  -2.24
H  2.49  -1.01  -1.26

Output
Structure (SMILES): C[C@@H](I)NOCI
Gap between HOMO and LUMO in eV: 9.54
Total charge: 0
Energy relative to the best compared isomer or geometry (same formula, charge and spin) in kcal per mole: 71.5

=====

Here is a cluster of 2 separate species, C3H7IN in total at a distorted geometry from OMol25. Energies are from ωB97M-V/def2-TZVPD.

CARTESIAN COORDINATES (ANGSTROEM)
C  0.60  -0.06  -0.32
C  2.37  -0.59  0.72
C  -0.58  0.50  0.33
N  -1.83  0.13  -0.46
I  3.93  -1.18  -0.42
H  0.53  -0.77  -1.12
H  2.52  0.05  1.57
H  -0.69  0.18  1.37
H  -0.52  1.60  0.33
H  -2.02  -0.87  -0.38
H  -1.65  0.35  -1.45
H  -2.66  0.66  -0.16

Output
Gap between HOMO and LUMO (spin up / spin down) in eV: 8.55 / 7.55
Total charge: +1
Energy relative to the best compared isomer or geometry (same formula, charge and spin) in kcal per mole: 138.8

=====

Here is a structure of composition C3H7IN2 at a distorted geometry from OMol25. Energies are from ωB97M-V/def2-TZVPD.

CARTESIAN COORDINATES (ANGSTROEM)
C  -0.89  -0.60  0.38
C  -0.43  0.89  0.62
C  -0.01  -1.15  -0.67
N  0.32  1.27  -0.57
N  1.16  0.29  -1.02
I  2.77  -0.16  0.24
H  -0.93  -1.04  1.48
H  -1.90  -0.74  0.11
H  -1.35  1.47  0.52
H  0.22  0.92  1.54
H  0.77  -1.96  -0.57
H  -0.61  -1.33  -1.61
H  0.88  2.14  -0.45

Output
Gap between HOMO and LUMO in eV: 8.64
Total charge: 0
Energy relative to the best compared isomer or geometry (same formula, charge and spin) in kcal per mole: 77.2

=====

Here is the molecule C3H7IN2 at a distorted geometry from OMol25. Energies are from ωB97M-V/def2-TZVPD.

CARTESIAN COORDINATES (ANGSTROEM)
C  -1.33  -1.21  -0.20
N  -0.81  0.15  -0.16
C  0.13  0.52  0.94
C  1.14  0.89  -0.16
I  3.11  -0.21  0.07
N  0.30  0.26  -1.16
H  -1.88  -1.49  -1.03
H  -0.45  -1.82  -0.16
H  -1.92  -1.25  0.65
H  0.51  -0.09  1.72
H  -0.26  1.52  1.47
H  1.49  1.85  -0.09
H  -0.04  0.86  -1.90

Output
Structure (SMILES): CN1C[C@@H](I)N1
Gap between HOMO and LUMO in eV: 9.02
Total charge: 0
Energy relative to the best compared isomer or geometry (same formula, charge and spin) in kcal per mole: 67.0

=====

Here is a cluster of 2 separate species, C3H7IN2O in total at a distorted geometry from OMol25. Energies are from ωB97M-V/def2-TZVPD.

CARTESIAN COORDINATES (ANGSTROEM)
C  2.08  2.43  -0.48
C  -1.94  -1.44  0.09
C  0.13  1.48  0.32
N  1.39  1.81  0.38
N  0.26  -0.80  0.03
O  -0.82  -1.09  -0.72
I  -1.15  1.90  -1.38
H  3.13  2.55  -0.30
H  1.65  2.86  -1.38
H  -2.50  -0.55  0.38
H  -1.60  -1.96  0.99
H  -2.56  -2.09  -0.53
H  -0.43  1.41  1.24
H  1.04  -0.71  -0.62

Output
Gap between HOMO and LUMO (spin up / spin down) in eV: 8.03 / 8.21
Total charge: 0
Energy relative to the best compared isomer or geometry (same formula, charge and spin) in kcal per mole: 59.6

=====

Here is the ion C3H7IN3 with charge +1 at a distorted geometry from OMol25. Energies are from ωB97M-V/def2-TZVPD.

CARTESIAN COORDINATES (ANGSTROEM)
C  0.14  -1.02  -0.62
C  -0.04  1.61  0.60
C  -0.68  0.33  1.16
N  1.14  1.14  -0.12
N  -0.74  -0.80  0.26
N  0.57  -1.93  -1.42
I  1.81  2.00  -1.73
H  -0.81  2.26  0.05
H  0.45  2.17  1.34
H  -0.21  0.04  2.06
H  -1.61  0.50  1.51
H  -1.30  -1.70  0.56
H  0.93  -1.63  -2.33
H  0.36  -2.98  -1.31

Output
Gap between HOMO and LUMO (spin up / spin down) in eV: 7.42 / 7.95
Total charge: +1
Energy relative to the best compared isomer or geometry (same formula, charge and spin) in kcal per mole: 93.5

=====

Here is the molecule C3H7INO2P at a distorted geometry from OMol25. Energies are from ωB97M-V/def2-TZVPD.

CARTESIAN COORDINATES (ANGSTROEM)
O  0.65  -1.84  0.71
C  0.41  -0.77  -0.10
N  -0.96  -0.17  0.05
P  -1.64  0.17  -1.62
C  -0.34  1.01  0.72
C  1.05  0.56  0.32
O  1.93  0.47  1.42
I  1.85  1.71  -1.34
H  0.03  -2.62  0.57
H  0.60  -1.25  -1.07
H  -3.11  -0.28  -1.26
H  -1.55  -1.22  -2.03
H  -0.53  0.80  1.74
H  -0.51  1.98  0.38
H  2.12  1.44  1.52

Output
Structure (SMILES): O[C@H]1N(P)C[C@]1(O)I
Gap between HOMO and LUMO in eV: 9.13
Total charge: 0
Energy relative to the best compared isomer or geometry (same formula, charge and spin) in kcal per mole: 31.3

=====

Here is the molecule C3H7INP at a distorted geometry from OMol25. Energies are from ωB97M-V/def2-TZVPD.

CARTESIAN COORDINATES (ANGSTROEM)
C  -0.92  -0.79  -0.17
C  0.11  -1.87  -0.39
C  1.17  1.05  0.78
N  -1.03  2.56  0.10
P  -0.42  1.02  -0.13
I  -2.70  -1.12  -1.36
H  1.17  -1.69  0.05
H  -0.18  -2.77  0.14
H  0.36  -1.82  -1.50
H  1.44  2.04  1.13
H  1.84  0.68  0.01
H  1.09  0.33  1.61
H  -1.94  2.37  -0.26

Output
Multiplicity: 3
Gap between HOMO and LUMO (spin up / spin down) in eV: 6.83 / 7.87
Total charge: 0
⟨S²⟩: 2.018
Energy relative to the best compared isomer or geometry (same formula, charge and spin) in kcal per mole: 15.8

=====

Here is a structure of composition C3H7INS at a distorted geometry from OMol25. Energies are from ωB97M-V/def2-TZVPD.

CARTESIAN COORDINATES (ANGSTROEM)
C  -0.53  -0.38  0.76
C  -1.13  1.00  0.37
C  1.32  0.09  -0.84
N  0.24  -0.83  -0.48
S  0.36  2.06  -0.10
I  3.13  -0.26  0.11
H  0.31  -0.40  1.52
H  -1.33  -1.21  1.15
H  -1.84  1.03  -0.48
H  -1.59  1.41  1.18
H  1.24  0.19  -1.96
H  0.46  -1.88  -0.26
H  -0.64  -0.81  -0.98

Output
Gap between HOMO and LUMO in eV: 8.62
Total charge: +1
Energy relative to the best compared isomer or geometry (same formula, charge and spin) in kcal per mole: 30.8

=====

Here is the molecule C3H7IOS2 at a distorted geometry from OMol25. Energies are from ωB97M-V/def2-TZVPD.

CARTESIAN COORDINATES (ANGSTROEM)
C  -0.21  1.04  0.46
C  -0.64  -0.43  0.66
C  0.52  -1.34  0.24
S  -2.01  -0.84  -0.51
O  -1.75  -0.71  -1.95
S  -2.41  -2.66  0.22
I  -3.98  0.59  0.06
H  0.64  1.23  1.15
H  0.25  1.10  -0.56
H  -1.04  1.78  0.65
H  -1.18  -0.68  1.56
H  1.17  -1.66  1.11
H  1.17  -0.85  -0.56
H  0.15  -2.29  -0.21

Output
Structure (SMILES): CC(C)[S@@](=O)(=S)I
Gap between HOMO and LUMO in eV: 7.29
Total charge: 0
Energy relative to the best compared isomer or geometry (same formula, charge and spin) in kcal per mole: 0.0

=====

Here is a structure of composition C3H7KO5 at a distorted geometry from OMol25. Energies are from ωB97M-V/def2-TZVPD.

CARTESIAN COORDINATES (ANGSTROEM)
K  -0.44  -0.18  -0.68
O  0.66  3.21  0.04
C  0.47  2.10  0.65
O  1.28  1.60  1.44
O  -0.60  1.51  0.37
H  -0.10  3.01  -0.51
C  -2.44  -1.18  0.82
O  -1.12  -0.80  0.98
H  -2.70  -1.35  -0.22
H  -2.77  -2.08  1.33
H  -3.20  -0.52  1.25
C  2.27  -1.02  -1.14
O  1.42  -0.56  -0.13
H  1.94  -2.05  -1.28
H  2.02  -0.50  -2.06
H  3.32  -1.19  -0.88

Output
Gap between HOMO and LUMO in eV: 3.51
Total charge: -2
Energy relative to the best compared isomer or geometry (same formula, charge and spin) in kcal per mole: 142.0

=====

Here is a cluster of 2 separate species, C3H7N in total at a distorted geometry from OMol25. Energies are from ωB97M-V/def2-TZVPD.

CARTESIAN COORDINATES (ANGSTROEM)
C  4.07  -3.92  -0.96
C  4.30  -2.65  -1.23
H  4.03  -4.17  0.10
H  3.67  -4.72  -1.56
H  4.68  -1.93  -0.51
H  4.30  -2.18  -2.21
C  -5.02  4.15  0.96
N  -5.23  3.75  2.12
H  -5.31  5.18  0.72
H  -4.50  3.66  0.13
H  -4.99  2.81  2.43

Output
Structure (SMILES): C=C.C=N
Gap between HOMO and LUMO in eV: 11.12
Total charge: 0
Energy relative to the best compared isomer or geometry (same formula, charge and spin) in kcal per mole: 40.1

=====

Here is a structure of composition C3H7N at a distorted geometry from OMol25. Energies are from ωB97M-V/def2-TZVPD.

CARTESIAN COORDINATES (ANGSTROEM)
C  0.68  0.92  -0.71
C  0.31  -0.56  -0.57
C  -0.55  -0.77  0.62
N  -1.13  0.21  1.30
H  1.73  1.10  -0.94
H  0.17  1.45  -1.52
H  0.31  1.37  0.21
H  0.91  -1.38  -0.92
H  -0.66  -1.84  0.86
H  -0.86  0.07  2.28
H  -0.92  -0.56  -0.61

Output
Gap between HOMO and LUMO in eV: 9.08
Total charge: 0
Energy relative to the best compared isomer or geometry (same formula, charge and spin) in kcal per mole: 76.6

=====

Here is a cluster of 2 separate species, C3H7N in total at a distorted geometry from OMol25. Energies are from ωB97M-V/def2-TZVPD.

CARTESIAN COORDINATES (ANGSTROEM)
C  -2.00  4.01  -3.33
C  -0.99  3.23  -2.97
H  -2.90  3.53  -3.52
H  -1.95  5.06  -3.84
H  -1.33  2.29  -2.65
H  -0.04  3.71  -2.75
C  1.47  -4.40  3.99
N  2.73  -4.08  3.90
H  0.82  -3.83  4.64
H  0.90  -5.01  3.30
H  3.30  -4.51  3.22

Output
Structure (SMILES): C=C.C=N
Gap between HOMO and LUMO in eV: 11.31
Total charge: 0
Energy relative to the best compared isomer or geometry (same formula, charge and spin) in kcal per mole: 51.4

=====

Here is a structure of composition C3H7N at a distorted geometry from OMol25. Energies are from ωB97M-V/def2-TZVPD.

CARTESIAN COORDINATES (ANGSTROEM)
C  1.20  -0.12  -0.63
C  -0.01  -0.65  0.15
C  -1.06  0.52  0.53
N  -1.12  -0.99  -0.54
H  2.08  -0.76  -0.50
H  1.45  0.87  -0.37
H  0.98  -0.16  -1.69
H  -0.51  1.15  1.23
H  0.23  -1.23  1.05
H  -1.30  1.20  -0.26
H  -1.94  0.16  1.04

Output
Gap between HOMO and LUMO in eV: 8.39
Total charge: 0
Energy relative to the best compared isomer or geometry (same formula, charge and spin) in kcal per mole: 89.5

=====

Here is a cluster of 2 separate species, C3H7N in total at a distorted geometry from OMol25. Energies are from ωB97M-V/def2-TZVPD.

CARTESIAN COORDINATES (ANGSTROEM)
C  0.97  0.62  1.69
C  1.60  0.81  2.68
H  0.37  0.24  1.01
H  2.30  1.02  3.44
C  -0.95  0.14  -1.55
N  -0.43  -1.22  -1.07
H  -0.99  0.16  -2.71
H  -1.88  0.60  -0.99
H  0.01  0.65  -1.47
H  0.22  -1.19  -0.11
H  -1.21  -1.83  -0.93

Output
Structure (SMILES): C#C.CN
Gap between HOMO and LUMO in eV: 10.51
Total charge: 0
Energy relative to the best compared isomer or geometry (same formula, charge and spin) in kcal per mole: 79.3

=====

Here is the molecule C3H7N at a distorted geometry from OMol25. Energies are from ωB97M-V/def2-TZVPD.

CARTESIAN COORDINATES (ANGSTROEM)
C  -1.34  -0.01  -0.08
N  -0.05  0.01  -0.65
C  0.93  0.79  -0.03
C  1.05  -0.69  -0.02
H  -1.76  -1.10  -0.19
H  -1.40  0.14  1.02
H  -2.10  0.71  -0.48
H  0.49  1.26  0.87
H  1.60  1.45  -0.62
H  0.89  -1.25  0.86
H  1.67  -1.32  -0.67

Output
Structure (SMILES): CN1CC1
Gap between HOMO and LUMO in eV: 10.21
Total charge: 0
Energy relative to the best compared isomer or geometry (same formula, charge and spin) in kcal per mole: 35.1